Entry 1:
134
Properties=species:S:1:pos:R:3:mulliken_charge:R:1 method="wB97M-V/def2-TZVPD" spin_multiplicity=2 e_lumo_ev="0.5 / 0.5" total_charge=-1 gap_ev="2.10 / 5.53" homo_ev="-1.65 / -5.08" e_tot_ha=-3419.1339
C 2.17059 3.71978 -5.33097 -0.59
C 2.94345 4.62114 -6.06495 -0.51
C 4.32527 4.44188 -6.12728 -0.53
C 4.95677 3.50519 -5.35557 0.27
C 4.20114 2.65278 -4.53502 -0.44
C 2.83677 2.76868 -4.57566 -0.10
N 6.42706 3.34773 -5.37773 0.94
O 6.83489 2.20739 -5.21624 -0.53
O 7.10405 4.35202 -5.65989 -0.59
H 1.09203 3.77526 -5.33539 0.43
H 2.50637 5.45357 -6.59639 0.38
H 4.96590 5.15652 -6.62254 0.41
H 4.63238 2.07883 -3.72816 0.33
H 2.29928 2.14925 -3.87294 0.53
C 1.06930 -4.55135 2.69613 -0.76
C 0.15396 -3.87129 3.54523 0.04
C 0.29429 -3.96594 4.94766 -0.20
C 1.22878 -4.78264 5.57667 0.22
C 2.09009 -5.53370 4.72956 -0.58
C 1.93570 -5.40900 3.34608 -0.74
N 1.32362 -4.90593 6.99757 1.03
O 1.08673 -3.91813 7.71276 -0.59
O 1.50415 -6.02791 7.40791 -0.60
H 1.03999 -4.47450 1.61926 0.66
H -0.65050 -3.21631 3.24480 0.27
H -0.39061 -3.45830 5.61069 0.39
H 2.76251 -6.26795 5.14804 0.47
H 2.55171 -6.01152 2.69500 0.36
C 2.83535 -1.65713 4.87110 -0.05
C 2.59217 -0.55605 5.66211 -0.79
C 2.47011 0.66218 5.01670 -0.42
C 2.50553 0.78863 3.66318 -0.32
C 2.86069 -0.31725 2.91756 0.36
C 3.09379 -1.54970 3.49042 -0.82
N 2.16639 2.03670 2.93209 1.02
O 2.55190 2.19647 1.78721 -0.55
O 1.40395 2.79417 3.38463 -0.57
H 2.97905 -2.64805 5.27587 0.46
H 2.43836 -0.71719 6.71889 0.45
H 2.27007 1.56372 5.57671 0.40
H 3.02445 -0.29849 1.85021 0.39
H 3.19588 -2.40448 2.83824 0.43
C -3.20728 -7.39416 -0.75797 -0.29
C -1.99278 -6.91658 -0.18343 -0.52
C -1.90400 -5.63551 0.22247 0.06
C -2.84337 -4.68605 -0.17631 -0.10
C -4.04341 -5.13486 -0.79061 -0.21
C -4.26215 -6.55088 -0.99040 -0.65
N -2.62361 -3.21317 0.12054 0.71
O -2.70378 -2.39788 -0.85774 -0.46
O -2.55826 -2.87460 1.32751 -0.32
H -3.15395 -8.46449 -0.89198 0.34
H -1.14995 -7.53835 0.08007 0.38
H -1.02784 -5.39165 0.80495 0.29
H -4.87548 -4.56999 -1.18427 0.40
H -5.17634 -6.87611 -1.46463 0.37
C -0.36568 9.13484 -0.97949 -0.55
C -1.11396 8.96122 -2.15082 -0.41
C -1.53829 7.67235 -2.40580 -0.34
C -0.94380 6.51401 -1.75708 -0.07
C 0.02479 6.72630 -0.73256 -0.52
C 0.22501 8.07842 -0.36284 -0.27
N -1.34547 5.20552 -2.24519 0.77
O -0.63913 4.19742 -1.90123 -0.65
O -2.40170 5.06625 -2.83880 -0.78
H -0.17750 10.16552 -0.71742 0.32
H -1.41529 9.74678 -2.82795 0.37
H -2.40903 7.64420 -3.04409 0.34
H 0.58495 5.93426 -0.25791 0.51
H 0.93816 8.16491 0.44359 0.32
C -2.54462 -1.03132 4.01773 -0.02
O -2.39830 -1.82950 5.15343 -0.13
C -3.25250 -1.43566 6.31157 -0.59
C -3.13765 -2.55727 7.37938 -0.42
O -4.32280 -2.86940 8.15110 -0.42
C -4.01255 -3.66442 9.29559 -0.66
H -3.56187 -1.25166 3.69410 0.35
H -1.89869 -1.44349 3.24250 -0.59
H -2.36657 0.01954 4.24599 0.33
H -4.25244 -1.34986 5.88629 0.36
H -2.99556 -0.49555 6.79969 0.32
H -2.32659 -2.32725 8.07030 0.39
H -2.72127 -3.36517 6.77769 0.29
H -3.10665 -4.25828 9.17404 0.32
H -4.85093 -4.33763 9.47448 0.25
H -3.98870 -2.90833 10.08036 0.26
C 0.00905 -0.21757 1.26410 -0.62
O 0.84477 -0.95834 0.35536 -0.21
C 1.12963 -0.31358 -0.88606 -0.34
C -0.13606 0.10088 -1.64499 -0.22
O 0.33275 0.69502 -2.86475 -0.24
C -0.73709 1.23819 -3.65552 -0.75
H -1.01225 -0.27993 0.88839 0.43
H 0.30068 0.82951 1.34585 0.40
H 0.11474 -0.57179 2.28951 -0.05
H 1.64284 -1.02430 -1.53382 0.09
H 1.81016 0.50709 -0.65916 0.23
H -0.67471 0.83062 -1.04048 0.40
H -0.76076 -0.75604 -1.89707 0.09
H -1.33814 1.98538 -3.13731 0.19
H -1.44287 0.43065 -3.85008 0.39
H -0.16584 1.53194 -4.53613 0.19
C 6.23856 -3.97385 -4.86151 -0.70
O 6.61474 -2.63130 -5.27405 -0.40
C 5.50688 -1.64916 -5.30382 -0.76
C 4.82307 -1.23779 -4.01558 -0.06
O 5.78355 -0.71406 -3.05462 -0.42
C 5.21525 -0.39072 -1.84715 -0.58
H 7.12549 -4.60178 -4.94612 0.26
H 5.40021 -4.42557 -5.39181 0.31
H 5.94533 -3.95586 -3.81185 0.27
H 4.76560 -2.29602 -5.77306 0.42
H 5.85579 -0.91891 -6.03395 0.36
H 4.30148 -2.10785 -3.61677 0.37
H 4.20964 -0.39038 -4.32167 0.17
H 4.79453 -1.29017 -1.39761 0.31
H 4.47002 0.38268 -2.03313 0.13
H 5.93435 0.08475 -1.18013 0.32
C -7.28056 4.65881 -1.57345 -0.77
O -6.91335 3.40911 -2.18811 -0.34
C -5.52228 3.05107 -1.88112 -0.52
C -4.89069 1.96777 -2.85827 -0.46
O -4.31518 2.39626 -4.09833 -0.21
C -5.20740 2.90827 -4.97061 -0.81
H -6.56248 5.40222 -1.91956 0.32
H -7.38611 4.77263 -0.49456 0.31
H -8.23109 5.01654 -1.96920 0.28
H -5.59826 2.58468 -0.89887 0.42
H -4.77151 3.81957 -1.69712 0.36
H -5.68649 1.24594 -3.04206 0.41
H -4.05572 1.42876 -2.41062 0.17
H -4.58388 3.28147 -5.78305 0.24
H -5.77726 3.76157 -4.60287 0.26
H -5.96597 2.19168 -5.28550 0.34

Entry 2:
134
Properties=species:S:1:pos:R:3:mulliken_charge:R:1 method="wB97M-V/def2-TZVPD" relative_energy_kcal_mol=0.0 e_lumo_ev=-0.7 gap_ev=8.60 homo_ev=-9.26 e_tot_ha=-3419.2498
O 5.41175 -2.64316 -0.85401 -0.66
N 4.24366 -2.33197 -0.79148 1.05
O 3.80968 -1.51240 0.00175 -0.51
C 3.28907 -3.04311 -1.65672 -0.28
C 3.72870 -4.23154 -2.23047 -0.48
C 2.83660 -4.89138 -3.06237 -0.77
C 1.60835 -4.32511 -3.35132 -0.64
C 1.22597 -3.07073 -2.84055 -1.30
C 2.08709 -2.44649 -1.97322 0.82
H 4.64472 -4.71231 -1.92534 0.51
H 3.12795 -5.84048 -3.49066 0.44
H 0.96635 -4.83606 -4.06202 0.43
H 0.24531 -2.72091 -3.13555 0.63
H 1.82992 -1.49739 -1.52047 0.74
O -4.49383 1.60821 -1.39181 -0.61
N -3.99634 2.69173 -1.60033 1.14
O -3.98586 3.24556 -2.67922 -0.63
C -3.56389 3.44594 -0.43402 -0.06
C -3.45361 2.82220 0.79431 -0.04
C -2.98350 3.53343 1.89418 -0.71
C -2.70484 4.88000 1.74372 -0.08
C -2.85168 5.53972 0.53063 -0.78
C -3.33481 4.81708 -0.53751 -0.26
H -3.47484 1.74730 0.92104 0.40
H -2.72019 2.98144 2.78554 0.35
H -2.15330 5.39199 2.52520 0.45
H -2.49175 6.55237 0.42146 0.41
H -3.45070 5.27741 -1.51080 0.44
O -0.24888 3.91867 -4.91643 -0.66
N -0.03414 3.19137 -3.96106 1.06
O 0.77173 3.45376 -3.09743 -0.54
C -0.82454 1.97912 -3.88671 -1.03
C -0.77970 1.12776 -2.78818 0.56
C -1.56539 -0.01293 -2.72772 -0.56
C -2.32172 -0.37429 -3.83905 -0.20
C -2.38037 0.47293 -4.94048 -0.62
C -1.58477 1.59454 -4.98758 -0.56
H -0.12201 1.34378 -1.95450 0.79
H -1.54049 -0.64523 -1.85015 0.57
H -3.00141 -1.21655 -3.81651 0.28
H -3.04195 0.30632 -5.77899 0.46
H -1.67676 2.22588 -5.86013 0.44
O -1.17871 -1.92438 6.31083 -0.64
N -0.58699 -1.22961 5.51986 1.05
O 0.04087 -1.63617 4.56522 -0.57
C -0.67499 0.23617 5.63739 0.03
C -1.48121 0.80047 6.61169 -0.67
C -1.76028 2.15361 6.54322 -0.57
C -1.01225 2.96846 5.71476 -0.44
C -0.05921 2.41855 4.87342 -0.24
C 0.08199 1.03826 4.77348 0.01
H -2.15275 0.21156 7.22366 0.40
H -2.37187 2.63512 7.29576 0.39
H -1.07522 4.04735 5.78602 0.39
H 0.56187 3.07206 4.27507 0.50
H 0.84880 0.57014 4.17332 0.42
O -0.95242 -6.87554 -1.11962 -0.66
N 0.04267 -6.52121 -0.49870 1.21
O 1.17849 -6.69543 -0.88320 -0.62
C -0.18595 -5.83776 0.77577 -0.30
C -1.37110 -6.06745 1.42716 -0.28
C -1.60469 -5.43000 2.64254 -0.80
C -0.64291 -4.58017 3.15288 -0.42
C 0.61266 -4.47665 2.56887 -0.35
C 0.87088 -5.11721 1.36573 0.14
H -2.12909 -6.67488 0.95336 0.42
H -2.54720 -5.55622 3.15503 0.41
H -0.81682 -4.19636 4.15127 0.50
H 1.36711 -3.80651 2.96038 0.35
H 1.82666 -5.11758 0.86165 0.51
C -1.02494 -3.00684 -0.01708 -0.84
O -0.43208 -1.72687 0.07175 0.42
C 0.49525 -1.54996 1.08124 -0.28
C 1.06323 -0.14164 1.06335 0.51
O -0.01746 0.75769 1.16339 0.11
C 0.42142 2.08604 1.22552 -0.15
H -1.89617 -2.95822 -0.66937 0.06
H -1.42154 -3.30540 0.95951 0.32
H -0.30112 -3.73802 -0.38577 0.18
H 1.34588 -2.24169 0.99004 0.06
H 0.03759 -1.66058 2.07568 0.54
H 1.57796 0.01844 0.10451 -1.41
H 1.82329 -0.01795 1.84279 0.58
H 1.06947 2.39592 0.39517 0.02
H 0.84843 2.23947 2.22117 -0.06
H -0.39697 2.80901 1.14817 -0.04
C 2.73493 0.77292 -3.07946 -0.15
O 4.03360 1.31624 -3.25877 -0.49
C 4.86084 1.24771 -2.12224 -0.76
C 4.28085 1.83527 -0.81025 -0.38
O 3.47886 2.98704 -0.97469 0.26
C 4.13921 4.09388 -1.56492 -1.08
H 2.75181 -0.31477 -3.17527 0.40
H 2.18001 1.26146 -3.88065 0.26
H 2.24561 1.11631 -2.16366 -0.25
H 5.80406 1.76400 -2.29361 0.44
H 5.12585 0.19857 -1.95351 0.27
H 5.11344 2.20542 -0.19851 0.66
H 3.79919 1.04001 -0.24407 -0.15
H 5.04686 4.31706 -0.98684 0.39
H 3.46104 4.94059 -1.53123 0.18
H 4.42444 3.80647 -2.57965 0.33
C 3.34693 4.21894 2.04708 -1.01
O 2.18335 4.38724 2.83596 -0.22
C 1.62515 5.65780 2.75564 -0.47
C 0.51935 5.76926 3.76159 -0.02
O 0.91879 5.66678 5.11536 -0.24
C 1.69083 6.67618 5.72879 -0.82
H 3.01773 4.19716 1.00560 0.34
H 3.76341 3.22385 2.20450 0.31
H 4.13542 4.95007 2.23450 0.39
H 1.23664 5.92213 1.76211 0.38
H 2.31939 6.48110 2.98058 0.35
H -0.25358 5.01916 3.58783 -0.49
H -0.00934 6.72607 3.64541 0.60
H 1.98479 6.38456 6.72931 0.24
H 1.12056 7.61205 5.72937 0.33
H 2.57001 6.90527 5.11867 0.29
C -4.92768 -3.32422 -3.30697 -0.77
O -4.05870 -3.58904 -2.22057 -0.34
C -3.29064 -4.77528 -2.35889 -0.42
C -2.23801 -4.76330 -3.43152 0.80
O -2.64406 -4.63441 -4.76949 -0.42
C -3.38121 -5.71878 -5.28780 -0.73
H -5.53686 -2.45811 -3.04381 0.27
H -5.57448 -4.17597 -3.52542 0.31
H -4.36769 -2.99132 -4.18347 0.28
H -3.92809 -5.67133 -2.29094 0.42
H -2.82536 -4.91438 -1.37556 -0.05
H -1.62459 -5.64751 -3.23464 0.66
H -1.57338 -3.93845 -3.19374 -0.89
H -3.01786 -6.70047 -4.97797 0.33
H -3.27328 -5.63869 -6.37163 0.31
H -4.45433 -5.60906 -5.10448 0.23

Entry 3:
124
Properties=species:S:1:pos:R:3:mulliken_charge:R:1 method="wB97M-V/def2-TZVPD" relative_energy_kcal_mol=0.0 e_lumo_ev="-11.4 / -11.4" total_charge=+3 gap_ev="5.56 / 5.56" homo_ev="-17.01 / -17.01" e_tot_ha=-2773.4259
Pt 0.74979 0.60092 0.59121 2.62
C 3.20640 -3.08659 0.79392 -1.91
C 3.68940 -2.13734 -0.26339 1.25
C 4.56236 -2.63983 -1.22283 -0.78
C 5.02707 -1.84395 -2.25794 -1.25
C 4.60123 -0.52999 -2.36675 -0.48
C 3.74204 0.02778 -1.42879 0.33
C 3.41534 1.48186 -1.51438 -0.83
C 3.32567 -0.77969 -0.36340 -0.74
N 2.59754 -0.20998 0.73441 -0.10
C 3.09375 -0.18704 1.93002 1.31
C 4.51099 -0.40281 2.27297 -2.00
C 2.06349 -0.04860 2.99822 1.15
C 2.44086 -0.20260 4.42307 -1.91
N 0.84635 0.05452 2.58631 1.01
C -0.31772 -0.13065 3.34881 -0.54
C -0.96087 0.97373 3.93978 1.02
C -0.40270 2.36120 3.87604 -1.61
C -2.09596 0.71223 4.69085 -1.17
C -2.54912 -0.58671 4.86691 -1.05
C -1.85894 -1.67473 4.33179 -0.60
C -0.73404 -1.47462 3.56038 0.87
C 0.08518 -2.63185 3.07560 -1.08
H 2.84817 -4.00024 0.31981 0.57
H 2.39457 -2.70061 1.40281 0.03
H 4.02132 -3.37886 1.45974 0.49
H 4.87707 -3.67296 -1.15253 0.58
H 5.71060 -2.25098 -2.99013 0.45
H 4.95967 0.08650 -3.17969 0.53
H 3.69169 1.86648 -2.49433 0.83
H 3.98526 2.04286 -0.76784 0.39
H 2.35381 1.70138 -1.37895 -0.06
H 5.13485 -0.42712 1.38348 0.37
H 4.64020 -1.33730 2.82385 0.40
H 4.81834 0.41918 2.92546 0.62
H 2.91863 -1.17514 4.56621 0.43
H 1.58658 -0.11399 5.08771 0.44
H 3.18329 0.56044 4.67080 0.48
H 0.52648 2.41890 3.31137 0.05
H -0.19488 2.71116 4.88877 0.53
H -1.12361 3.05484 3.44523 0.48
H -2.61460 1.52951 5.17476 0.61
H -3.43646 -0.76162 5.46150 0.50
H -2.20154 -2.68074 4.53414 0.58
H -0.49946 -3.55006 3.07588 0.64
H 0.93225 -2.79789 3.74798 0.35
H 0.46164 -2.48016 2.06638 -0.13
O -0.97649 -0.37402 0.33566 -0.65
P -1.86228 -1.07099 -0.77378 -0.06
C -2.78768 -2.45521 -0.04048 0.06
C -3.52694 -3.27792 -1.13571 -0.92
C -2.90333 -4.66029 -1.30312 -0.38
C -2.99716 -5.47351 -0.00811 -0.95
C -2.79516 -4.59581 1.23944 -1.22
C -1.97790 -3.35079 0.90531 0.61
C -0.79449 -1.60463 -2.11945 0.30
C -0.22169 -0.41880 -2.90349 0.71
C 0.34328 -0.91142 -4.24872 -0.97
C 0.77196 -2.38249 -4.18776 -1.25
C 1.36477 -2.72679 -2.82307 0.00
C 0.34979 -2.52617 -1.68034 -0.18
C -3.15986 0.10435 -1.32501 0.82
C -3.71810 -0.20167 -2.75001 -1.20
C -4.05461 1.07944 -3.51299 -1.02
C -4.86429 2.03153 -2.64618 -0.76
C -4.08854 2.43058 -1.37635 -0.99
C -2.82491 1.59246 -1.16085 -0.47
H -3.53990 -1.94674 0.57380 0.72
H -3.55495 -2.75863 -2.09430 0.28
H -4.57035 -3.38310 -0.83258 0.61
H -1.86189 -4.55758 -1.62241 -0.16
H -3.41003 -5.18838 -2.11122 0.59
H -2.26177 -6.27861 -0.02734 0.36
H -3.97415 -5.95480 0.04425 0.38
H -2.30782 -5.16652 2.03028 0.38
H -3.76304 -4.28183 1.64067 0.44
H -1.02730 -3.65162 0.45517 0.37
H -1.74588 -2.77294 1.80088 -1.21
H -1.46898 -2.18154 -2.76169 1.12
H 0.57565 0.03298 -2.29467 -0.73
H -0.95935 0.36705 -3.07439 -0.02
H 1.18382 -0.27904 -4.53921 0.41
H -0.41627 -0.78076 -5.02138 0.42
H 1.49918 -2.58926 -4.97191 0.61
H -0.07867 -3.03626 -4.39663 0.31
H 2.24099 -2.09926 -2.65182 -0.45
H 1.71317 -3.75956 -2.81470 0.58
H 0.85232 -2.09137 -0.80641 -1.05
H -0.04498 -3.48912 -1.35808 0.35
H -3.95530 -0.09835 -0.59716 0.87
H -4.62503 -0.79858 -2.64272 0.55
H -3.02600 -0.79864 -3.34487 0.21
H -4.61263 0.81068 -4.41030 0.54
H -3.14068 1.56996 -3.86117 0.30
H -5.80157 1.54077 -2.37248 0.31
H -5.14156 2.91659 -3.21711 0.46
H -4.73049 2.32204 -0.49856 0.43
H -3.80214 3.48317 -1.41803 0.33
H -2.43223 1.78306 -0.15459 -0.35
H -2.04666 1.88868 -1.86248 0.09
C -1.43025 4.56871 1.35783 -0.74
C -0.76904 4.98676 0.05803 -1.52
C 0.70991 4.54839 -0.09021 2.37
C 1.20384 5.05460 -1.48227 -1.09
C 2.68913 4.91111 -1.75574 -1.14
C 1.58844 5.20636 0.97082 -0.82
O 1.59692 6.38132 1.17077 -0.50
N 2.45908 4.36853 1.70195 0.15
C 2.46702 3.00628 1.73631 -0.55
O 3.14921 2.33516 2.48519 -0.54
N 1.56336 2.41185 0.87243 1.45
C 0.77179 3.06749 0.02680 -0.27
O 0.03560 2.25568 -0.62171 -1.26
H -2.44540 4.96062 1.40285 0.57
H -0.89694 4.95870 2.22744 0.35
H -1.50457 3.47989 1.43835 -0.25
H -0.77121 6.07191 -0.04517 0.60
H -1.30991 4.57641 -0.79722 0.49
H 0.93171 6.11042 -1.49783 0.49
H 0.59947 4.55407 -2.24085 0.48
H 3.29256 5.45140 -1.02478 0.36
H 2.92371 5.33324 -2.73185 0.55
H 3.00811 3.87337 -1.76869 0.21
H 3.08363 4.83855 2.35054 0.35